Below is 9 unconnected molecules or ions with the total composition C46H84ClFN2O13PS3, with properties calculated with the ωB97M-V functional and the def2-TZVPD basis.

The value obtained for the LUMO energy is -0.15150 Eh. As for the molar mass: 1054.805 g/mol. As for the frontier orbital gap: 5.988 eV. Its total charge is +1.

```
151
C46H84ClFN2O13PS3 the ωB97M-V functional and the def2-TZVPD basis
O -2.93 3.15 -3.23
H 2.42 -1.19 -3.66
C -0.75 -2.46 -3.23
O 1.80 -6.69 4.85
H 2.74 3.67 2.50
C -1.07 4.66 -0.89
H -4.41 -7.89 0.98
H 2.81 1.89 -1.23
H 3.82 -1.29 2.34
N 0.51 -1.62 2.32
H -6.77 5.08 -3.34
O -2.12 5.05 -4.06
H 0.29 -2.54 0.40
H -4.64 -9.67 -1.01
H 3.18 3.08 -2.42
C -8.59 4.97 -4.45
C -4.38 -7.54 -1.14
C 1.43 -1.10 -3.22
C 3.00 -1.83 1.88
H 0.20 3.11 7.39
H 2.89 -4.45 5.13
Cl 1.81 6.26 2.18
H 3.14 3.19 -0.01
H 4.12 -5.87 -6.70
O -3.66 -6.86 -1.82
C -6.02 7.37 -7.30
H 3.06 0.80 -3.25
O 2.58 -3.92 -6.38
H 4.19 -5.18 6.08
O -2.49 6.84 -0.87
C 2.46 -6.42 5.83
C 2.24 -4.91 -7.00
H -6.18 7.53 -8.36
H 0.95 -5.14 -8.70
C -1.02 4.03 -2.16
C -0.06 -2.64 1.42
C 2.59 -1.90 6.83
N 1.17 3.89 -0.44
H -8.05 4.17 -2.54
C -1.60 -2.67 1.51
C 3.11 -5.07 5.99
H 2.72 -4.58 6.88
H -10.43 4.66 -5.48
S -2.63 5.47 -0.54
H 3.72 -7.64 7.07
H 8.02 3.30 2.13
H 0.26 0.58 -3.81
C 2.36 3.78 0.44
H 1.78 -3.06 3.14
C -2.13 4.01 -3.21
H -6.06 -8.79 -1.63
C 0.99 0.36 -3.03
H -5.88 8.34 -6.81
P -0.05 5.58 1.62
H 0.89 -2.71 -4.58
C -4.46 6.17 -5.66
H 0.46 0.54 -2.09
H 1.02 3.26 2.10
H 2.31 1.24 0.84
H 0.33 -5.87 -7.20
C 2.21 2.99 10.23
C 0.43 -0.36 1.86
C 0.12 3.35 -2.52
H -1.94 -3.67 1.77
S -0.34 0.15 0.50
C -7.58 4.38 -3.50
H 3.38 -2.81 1.59
H 1.43 3.02 11.00
H -7.17 3.45 -3.91
C 3.44 -1.33 7.93
H -0.30 3.55 9.03
C 1.26 -2.50 7.23
C 1.84 -2.01 2.87
H 7.77 0.76 1.34
H -9.48 3.18 -5.25
H -1.64 -2.45 -3.86
H -5.83 -7.02 0.36
H -6.90 6.88 -6.88
H 2.68 3.97 10.16
H -1.72 -4.84 -1.32
H 0.64 -1.75 7.71
O 5.16 2.39 1.41
C -4.75 -7.14 0.27
H -0.03 -1.25 -4.82
H -4.63 -9.02 -2.66
H -1.19 5.27 -4.24
C 2.07 3.17 1.81
H -4.25 7.09 -5.11
O -4.16 6.08 -8.01
H -5.28 5.64 -5.19
H -3.58 5.54 -5.65
H -4.27 -6.19 0.51
H 2.96 2.26 10.52
C 7.24 3.55 1.40
H 0.29 -3.60 1.78
H 2.25 -7.03 7.88
H 1.43 -1.57 -2.24
C -1.77 -4.67 -2.39
H -2.68 -4.17 -2.68
C -4.81 6.50 -7.09
H 1.42 -3.33 7.92
C 2.65 -7.42 6.94
C 2.14 1.37 -3.18
C 2.40 1.67 1.83
H 3.34 1.46 2.30
H 3.70 -2.12 8.65
C 1.61 2.60 8.90
C 1.21 3.24 -1.64
H 2.79 4.77 0.53
H 0.75 -2.87 6.34
C 2.39 2.41 -2.08
H -2.00 -2.34 0.56
H 2.90 -0.53 8.44
H 0.94 4.51 8.19
H 2.07 1.91 -4.13
C 0.08 4.63 -0.05
O 2.94 -1.87 5.67
H -0.15 -4.43 -3.78
H 6.65 4.38 1.78
C 6.35 2.35 1.17
H 0.30 -4.11 -7.41
C -0.51 -3.94 -2.88
H -0.18 7.40 0.43
O 1.97 1.61 8.31
H -10.36 3.90 -3.88
H 2.05 -1.49 3.79
H 2.73 -6.98 -6.75
O -3.68 4.73 -1.14
C 0.41 -1.89 -4.05
H -0.99 -1.86 -2.36
C 0.54 3.50 8.34
C -4.97 -8.84 -1.64
F -2.78 5.29 0.99
C 0.87 -5.02 -7.62
H 2.13 -8.35 6.70
H -1.93 -1.93 2.23
H 7.71 3.85 0.46
S 1.15 0.89 2.93
C 3.17 -6.08 -7.19
H -1.78 -5.65 -2.85
H 0.26 -3.97 -2.11
H 2.72 -1.32 0.97
C 7.00 1.10 0.65
H 3.35 -6.25 -8.25
H 7.46 1.30 -0.32
O -8.44 6.07 -4.93
H 6.25 0.32 0.53
C -9.79 4.12 -4.78
H 0.16 2.86 -3.48
H 4.36 -0.93 7.51
O -0.67 6.98 1.15
```